# 1
DFT (ωB97M-V/def2-TZVPD) results for a 8-piece molecular cluster, C39H63Cl15F10INO2S overall.

Each line ends with the Mulliken charge.
Cartesian coordinates (Å):
C -2.059 0.258 -0.422  -1.0569
C -1.984 -0.989 -1.326  0.7740
C -0.748 -1.011 -2.257  -1.0498
C 0.616 -0.884 -1.556  -0.8830
C 1.473 -2.187 -1.497  1.5104
C 1.800 -2.748 -2.894  -1.8884
C 2.875 -2.013 -3.738  -1.3457
C 2.324 -1.086 -4.796  1.1625
F 1.351 -1.663 -5.514  -0.3341
F 1.819 0.070 -4.303  -0.3386
C 3.414 -0.652 -5.838  0.4870
F 2.729 -0.174 -6.892  -0.3153
F 4.124 -1.680 -6.294  -0.3214
C 4.320 0.525 -5.358  0.4802
F 4.592 0.500 -4.058  -0.1902
F 3.692 1.666 -5.620  -0.3070
C 5.644 0.600 -6.175  0.5949
F 5.407 0.506 -7.456  -0.2441
F 6.193 1.780 -5.983  -0.2598
F 6.496 -0.319 -5.793  -0.2428
C 0.369 -3.204 -0.991  -1.2751
O -0.164 -4.043 -1.603  -0.5407
N 0.209 -2.838 0.376  -0.0907
C 1.578 -2.645 0.903  0.9912
C 1.328 -1.517 1.969  -2.0552
C 2.405 -1.402 3.017  0.2875
O 3.520 -1.689 2.928  -0.4139
Cl 1.846 -0.676 4.581  -0.2170
C 1.827 -3.907 1.800  -1.7360
C 1.476 -5.294 1.207  -0.4056
C -0.019 -5.707 1.386  -0.9198
I 2.569 -6.748 2.448  0.0733
C 2.554 -2.294 -0.300  2.2291
C 3.148 -0.842 -0.354  -0.2087
C 4.577 -0.605 0.221  -1.6631
C 5.575 -0.473 -0.939  -0.3201
S 7.287 -0.249 -0.293  -0.2852
C 3.548 -3.380 -0.763  -1.3063
C 4.578 -3.894 0.269  0.2728
C 6.050 -3.694 -0.179  -1.4857
F 4.424 -5.280 0.345  -0.4559
H -1.381 1.057 -0.725  0.2855
H -1.732 -0.031 0.591  0.2228
H -3.092 0.588 -0.309  0.3251
H -2.043 -1.943 -0.790  0.3630
H -2.866 -0.964 -1.979  -0.7552
H -0.864 -0.125 -2.894  0.4891
H -0.871 -1.869 -2.918  0.0288
H 1.215 -0.127 -2.072  0.6967
H 0.471 -0.474 -0.556  0.3962
H 2.036 -3.809 -2.890  0.6933
H 0.875 -2.695 -3.473  0.8032
H 3.405 -2.788 -4.306  0.3969
H 3.665 -1.534 -3.160  0.0876
H -0.475 -2.133 0.604  0.4246
H 1.109 -0.541 1.525  0.5223
H 0.417 -1.799 2.504  1.0719
H 1.192 -3.798 2.686  0.6541
H 2.835 -3.973 2.204  0.7695
H 1.810 -5.467 0.189  0.3627
H -0.640 -4.839 1.606  0.2222
H -0.344 -6.108 0.422  0.2750
H -0.157 -6.439 2.176  0.4593
H 3.187 -0.476 -1.381  -0.0079
H 2.500 -0.131 0.158  0.4742
H 4.568 0.392 0.680  0.8396
H 4.906 -1.290 0.999  0.3187
H 5.573 -1.347 -1.593  0.0006
H 5.364 0.422 -1.524  0.4468
H 8.098 -0.714 -1.271  0.1623
H 4.128 -3.066 -1.628  0.5158
H 2.960 -4.257 -1.041  0.6157
H 4.508 -3.423 1.249  0.1171
H 6.574 -4.641 -0.023  0.4856
H 6.535 -2.970 0.475  0.2875
H 6.143 -3.463 -1.241  0.2565
Cl -2.457 -1.822 -5.170  -0.1002
C -2.229 -0.792 -6.605  -0.6396
C -2.010 0.655 -6.237  -0.1585
Cl -3.475 1.410 -5.551  -0.1947
H -3.097 -0.913 -7.250  0.4080
H -1.355 -1.172 -7.132  0.3640
H -1.748 1.224 -7.127  0.4097
H -1.205 0.764 -5.512  -0.0284
Cl -7.611 -2.728 -3.494  -0.2118
C -6.922 -1.216 -4.143  -0.0653
C -5.476 -1.035 -3.757  0.1504
Cl -5.286 -0.730 -2.006  -0.2207
H -7.534 -0.388 -3.794  -0.1155
H -7.006 -1.271 -5.229  0.3923
H -5.058 -0.172 -4.276  -0.2294
H -4.882 -1.905 -4.016  0.2346
Cl 3.741 5.010 6.325  -0.2090
C 3.843 3.229 6.387  -0.3843
C 4.291 2.638 5.074  -0.5304
Cl 3.063 2.831 3.799  -0.1917
H 2.869 2.847 6.686  0.3456
H 4.562 2.980 7.167  0.3055
H 4.460 1.568 5.192  0.2929
H 5.214 3.095 4.725  0.3784
Cl -8.638 2.028 -3.765  -0.2196
C -10.406 1.778 -3.717  0.1196
C -10.921 1.655 -2.307  -0.3450
Cl -10.371 0.152 -1.522  -0.1854
H -10.637 0.892 -4.306  0.3805
H -10.866 2.640 -4.204  -0.3679
H -12.010 1.630 -2.316  0.2601
H -10.601 2.493 -1.692  0.3355
Cl -12.892 3.456 -4.985  -0.1881
C -12.355 4.825 -5.994  -0.4826
C -12.538 4.551 -7.465  -0.3943
Cl -11.434 3.281 -8.050  -0.1748
H -11.314 5.033 -5.753  0.3179
H -12.952 5.687 -5.701  0.3402
H -12.318 5.452 -8.035  0.2963
H -13.556 4.242 -7.689  0.3061
Cl 2.156 3.047 10.715  -0.1916
C 2.813 4.560 10.042  -0.1730
C 4.263 4.761 10.399  -0.3972
Cl 4.495 5.078 12.139  -0.1941
H 2.195 5.382 10.399  0.3400
H 2.707 4.497 8.960  0.0194
H 4.655 5.626 9.865  0.3097
H 4.863 3.893 10.134  0.2808
Cl 0.836 7.480 15.674  -0.1877
C 0.921 5.702 15.748  -0.4342
C 1.349 5.095 14.435  -0.3239
Cl 0.111 5.287 13.169  -0.1894
H -0.053 5.331 16.060  0.3236
H 1.648 5.452 16.521  0.3068
H 1.511 4.025 14.559  0.3027
H 2.272 5.541 14.071  0.1941

As for the multiplicity: 1. The frontier orbital gap is 9.190 eV. Its SMILES is CCCC[C@]1(CCC(F)(F)C(F)(F)C(F)(F)C(F)(F)F)C(=O)N[C@@](CC(=O)Cl)(C[C@H](C)I)[C@@]1(CCCS)C[C@H](C)F.ClCCCl.ClCCCl.ClCCCl.ClCCCl.ClCCCl.ClCCCl.ClCCCl. As for the total energy: -280998.5514 eV. The value obtained for the maximum force is 0.0805 Eh/bohr. As for the net charge: 0.



# 2
DFT (ωB97M-V/def2-TZVPD) results for a 6-piece molecular cluster, C39H64BBrClF5N4O20P overall.

Each line ends with the Mulliken charge.
Cartesian coordinates (Å):
C -3.185 -3.905 -0.070  -1.4150
C -2.843 -2.534 -0.700  -0.0822
C -3.175 -1.388 0.308  0.2737
C -4.720 -1.118 0.284  -1.7847
N -2.390 -0.182 0.043  1.1200
C -2.610 0.319 -1.336  -0.6167
C -3.277 1.740 -1.314  0.1473
C -2.839 2.668 -2.478  -0.0968
O -3.954 3.082 -3.249  -0.6435
C -1.622 0.402 0.923  -2.2719
N -0.788 1.415 0.533  1.6735
C 0.275 1.039 -0.452  0.1694
C 0.523 2.055 -1.584  -1.3300
C 0.670 1.373 -2.971  -0.5337
O 2.012 1.344 -3.418  -0.6059
C -0.166 2.198 1.599  -0.2473
P -1.246 3.739 1.643  0.0301
N -2.796 3.474 1.799  -0.7520
C 0.170 1.451 2.945  2.6057
Cl -0.723 2.472 4.200  -0.2704
C 1.659 1.811 3.243  -0.7886
C 2.197 1.597 4.678  -2.0467
C 2.732 1.378 2.190  0.4110
C 4.168 1.119 2.700  -1.7092
C -0.372 -0.006 2.957  -1.1223
B -0.476 -0.712 4.437  1.1896
C -1.103 -2.172 4.669  -0.6792
O -0.146 -0.092 5.609  -0.6178
C 0.543 -1.035 2.179  -0.9243
Br 2.021 -1.647 3.351  0.0435
C -0.201 -2.292 1.626  1.0404
C 0.538 -3.638 1.727  -1.4675
N -1.664 0.005 2.255  1.4012
C -2.940 0.021 2.960  -0.1919
C -3.266 0.789 4.253  -0.6646
O -3.315 0.175 5.242  -0.4457
O -3.587 2.101 4.331  -0.4681
H -3.861 -3.727 0.771  0.4363
H -3.759 -4.489 -0.791  0.3643
H -2.307 -4.460 0.258  0.0585
H -3.468 -2.389 -1.584  0.8377
H -1.800 -2.459 -1.015  0.3404
H -2.979 -1.854 1.269  -0.2200
H -5.230 -1.786 0.970  0.3808
H -5.050 -1.241 -0.747  0.4481
H -4.861 -0.079 0.591  0.4231
H -1.728 0.268 -1.967  -0.4937
H -3.366 -0.285 -1.826  0.7669
H -3.132 2.255 -0.361  -0.2147
H -4.356 1.609 -1.426  0.9720
H -2.448 3.585 -2.010  0.3006
H -2.071 2.251 -3.124  -0.1960
H -4.638 3.407 -2.649  0.2911
H 0.030 0.042 -0.832  0.7098
H 1.246 0.869 0.022  -0.3498
H 1.505 2.509 -1.405  0.6344
H -0.180 2.886 -1.596  0.3991
H 0.144 2.001 -3.692  0.2974
H 0.193 0.384 -2.986  0.1072
H 2.574 1.115 -2.666  0.1652
H 0.760 2.627 1.210  0.2601
H -1.047 4.266 0.332  0.0668
H -0.707 4.734 2.490  0.1927
H -2.900 2.477 1.963  -0.0352
H 1.654 2.907 3.180  0.6803
H 1.471 1.833 5.455  0.3158
H 2.983 2.334 4.844  0.5933
H 2.540 0.586 4.873  0.2710
H 2.870 2.205 1.479  0.3985
H 2.502 0.503 1.581  -0.2625
H 4.729 0.833 1.809  0.2866
H 4.596 1.985 3.198  0.3858
H 4.191 0.236 3.337  0.3255
H -0.336 -2.931 4.480  0.2360
H -1.948 -2.410 4.013  0.0556
H -1.436 -2.320 5.697  0.5739
H -0.895 -0.114 6.222  0.3279
H 1.014 -0.604 1.301  0.1913
H -1.191 -2.448 2.049  -0.5136
H -0.358 -2.143 0.554  -0.5352
H 0.545 -4.068 2.725  0.3049
H -0.036 -4.340 1.108  0.2208
H 1.524 -3.620 1.266  0.4859
H -3.270 -1.005 3.147  0.3798
H -3.697 0.362 2.237  0.6454
H -4.211 2.304 3.613  0.4185
C -6.199 7.882 -2.676  -0.4424
C -6.333 6.725 -3.633  0.2704
O -5.605 5.699 -2.976  -0.2415
C -5.697 5.954 -1.640  0.6548
O -5.434 5.161 -0.796  -0.4829
O -6.130 7.216 -1.410  -0.3352
F -5.745 6.992 -4.821  -0.2738
H -5.281 8.448 -2.839  0.2721
H -7.046 8.562 -2.715  0.2835
H -7.359 6.393 -3.802  0.2854
C -1.054 0.871 -7.106  -0.4475
C -1.742 -0.304 -7.751  0.2804
O -1.369 -1.383 -6.906  -0.3299
C -1.171 -0.854 -5.669  0.5463
O -1.110 -1.487 -4.664  -0.4403
O -1.064 0.496 -5.724  -0.2166
F -1.270 -0.535 -8.995  -0.2863
H -0.023 0.984 -7.444  0.2973
H -1.581 1.809 -7.262  0.2990
H -2.831 -0.228 -7.784  0.2811
C 6.753 0.053 -2.440  -0.5116
C 6.332 -0.744 -1.234  0.2315
O 5.682 0.228 -0.430  -0.1886
C 5.167 1.154 -1.292  0.5610
O 4.336 1.951 -0.997  -0.4561
O 5.712 1.033 -2.524  -0.3392
F 7.401 -1.227 -0.557  -0.2562
H 7.712 0.552 -2.293  0.2955
H 6.802 -0.545 -3.346  0.3190
H 5.641 -1.561 -1.450  0.3136
C 8.982 -2.149 2.340  -0.2128
C 7.892 -2.899 3.061  0.3336
O 8.589 -3.512 4.126  -0.3319
C 9.655 -2.700 4.414  0.5740
O 10.295 -2.760 5.405  -0.4670
O 9.869 -1.809 3.406  -0.3309
F 7.348 -3.863 2.276  -0.2879
H 9.505 -2.775 1.616  0.2613
H 8.615 -1.257 1.837  0.1555
H 7.097 -2.266 3.461  0.2942
C -0.228 -7.295 -2.620  -0.4257
C -0.630 -6.370 -1.502  0.4816
O 0.575 -5.693 -1.203  -0.1972
C 1.297 -5.658 -2.368  0.5775
O 2.225 -4.948 -2.556  -0.5077
O 0.797 -6.538 -3.274  -0.3203
F -1.027 -7.061 -0.405  -0.3161
H 0.189 -8.233 -2.251  0.2713
H -1.047 -7.516 -3.301  0.3050
H -1.399 -5.642 -1.771  0.1426

As for the multiplicity: 1. The frontier orbital gap is 8.656 eV. As for the total energy: -194501.8932 eV. The value obtained for the maximum force is 0.0724 Eh/bohr. As for the net charge: +1.